[1]
This record from the OMol25 dataset describes C25H32ClFeN4S3 as an isolated structure in a non-equilibrium geometry. The level of theory is ωB97M-V/def2-TZVPD.

Results
Spin multiplicity: 5
HOMO-LUMO gap (spin up / spin down) in eV: 7.238 / 6.933
Energy above the lowest of the compared OMol25 structures with the same formula, charge and spin in eV: 1.2331
Maximum force in hartree/bohr: 0.0652
Net charge: +1
E_tot in Eh: -4109.15159

Element x y z (Å)
Fe: -1.6458 0.1701 1.7477
C: -0.3587 -2.4805 3.0395
C: 0.1929 -2.4427 1.6247
C: 1.0473 -1.1992 1.4003
C: 2.4520 -1.2360 1.2976
C: 3.1457 -0.1201 0.8498
C: 2.4516 1.0617 0.7471
C: 1.1243 1.1281 1.1225
N: 0.4057 -0.0530 1.4717
N: -1.4734 -1.5567 3.3395
C: -2.8011 -2.1600 3.2918
C: -3.4397 -2.1332 1.8933
C: -4.4771 -3.0129 1.5698
C: -4.8825 -3.0532 0.2276
C: -4.1664 -2.3569 -0.7299
C: -3.2679 -1.4137 -0.3565
N: -2.9839 -1.2308 0.9785
C: -1.1215 -0.8886 4.6283
C: -1.9043 0.4372 4.7587
C: -2.2229 0.9563 5.9750
C: -2.9370 2.1762 5.9873
C: -3.2894 2.8216 4.8293
C: -2.9332 2.2381 3.6171
N: -2.2656 1.0935 3.5914
H: 0.3901 -2.2390 3.7500
H: -0.6347 -3.5334 3.2653
H: -0.5901 -2.5024 0.9318
H: 0.8089 -3.3906 1.5445
H: 3.0005 -2.1602 1.4740
H: 4.1929 -0.1313 0.7576
H: 2.8996 1.9900 0.3757
H: 0.5235 2.0495 1.2747
H: -3.5521 -1.6951 3.9827
H: -2.7922 -3.2021 3.5495
H: -5.0839 -3.5256 2.3414
H: -5.7863 -3.5673 -0.0299
H: -4.4140 -2.5505 -1.8448
H: -2.7715 -0.7174 -1.0322
H: -0.0481 -0.6697 4.4957
H: -1.3023 -1.5210 5.5262
H: -1.9743 0.3624 6.8372
H: -3.1438 2.5511 6.9698
H: -3.9034 3.7277 4.8009
H: -3.3020 2.5728 2.6166
C: 3.8823 2.9831 -4.7437
C: 2.6858 3.5825 -5.5430
S: 0.9729 3.2149 -5.3817
C: 0.7304 1.4501 -5.8861
C: 1.9478 0.5053 -5.8548
S: 2.3945 -0.0605 -4.2344
C: 4.1088 -0.6259 -4.5085
C: 5.2083 0.4303 -4.5288
S: 4.9616 1.8296 -5.7064
H: 3.4648 2.3941 -3.9019
H: 4.5515 3.8307 -4.4573
H: 2.9213 3.5576 -6.5806
H: 2.7045 4.6441 -5.2575
H: 0.3161 1.5305 -6.9011
H: -0.0782 1.1642 -5.1844
H: 2.6836 1.0289 -6.4294
H: 1.6497 -0.4210 -6.3272
H: 4.2353 -1.1617 -5.3937
H: 4.2430 -1.2251 -3.6029
H: 6.1767 -0.0184 -4.8079
H: 5.2327 0.8955 -3.5425
Cl: -2.1593 1.8779 0.2852



[2]
This record from the OMol25 dataset describes one molecule with the formula C12H14 in a non-equilibrium geometry. The level of theory is ωB97M-V/def2-TZVPD.

Results
SMILES string: C=CC(=C(C)C)c1ccccc1
HOMO-LUMO gap in eV: 9.420
Energy above the lowest of the compared OMol25 structures with the same formula, charge and spin in eV: 1.2935
Maximum force in hartree/bohr: 0.0895
E_tot in Eh: -465.56081

Element x y z (Å)
C: -0.3081 -2.7695 0.5964
C: -1.0164 -1.6740 0.3358
C: -0.7850 -0.2703 -0.0413
C: -1.7456 0.6525 -0.1828
C: -1.3883 2.1317 -0.4363
C: -3.2282 0.4474 -0.2488
C: 0.6451 0.0935 0.0593
C: 1.4330 -0.0652 -1.1824
C: 2.8351 -0.1385 -1.1877
C: 3.4380 0.1130 0.0577
C: 2.7354 0.2861 1.1721
C: 1.3444 0.3304 1.2253
H: -0.7728 -3.7095 0.8770
H: 0.8496 -2.7583 0.7446
H: -2.1417 -1.8340 0.2782
H: -0.8873 2.3218 -1.3662
H: -0.6768 2.4419 0.2630
H: -2.3386 2.7708 -0.2863
H: -3.6986 0.5290 0.7743
H: -3.4764 -0.4331 -0.6988
H: -3.7524 1.3110 -0.7550
H: 0.7816 -0.1847 -2.0883
H: 3.5161 -0.2387 -2.0929
H: 4.5503 0.1743 -0.0752
H: 3.3567 0.1997 2.0621
H: 0.7307 0.2727 2.1962



[3]
This record from the OMol25 dataset describes C23H20BFeN3O4S as an isolated structure in a non-equilibrium geometry. The level of theory is ωB97M-V/def2-TZVPD.

Results
HOMO-LUMO gap (spin up / spin down) in eV: 5.339 / 5.337
Maximum force in hartree/bohr: 0.0713
Net charge: -2
E_tot in Eh: -3040.40667

Element x y z (Å)
Fe: 0.2374 -0.0199 -0.1515
N: 1.6713 1.2680 3.8381
C: 1.0788 0.7685 2.6661
S: 2.0269 1.0148 1.2241
N: -0.0614 0.1746 2.7907
N: -0.6285 -0.3673 1.7000
C: -1.7360 -1.0677 1.9068
C: -2.4644 -1.7988 0.9569
C: -3.5915 -2.5361 1.3980
C: -4.3351 -3.3327 0.5563
C: -3.9978 -3.4198 -0.7904
C: -2.9136 -2.6958 -1.2721
C: -2.1160 -1.8875 -0.4461
O: -1.1115 -1.2658 -0.9700
H: 2.2345 2.0843 3.6323
H: 0.9746 1.4419 4.5516
H: -2.1024 -1.1040 2.9380
H: -3.8531 -2.4708 2.4496
H: -5.1814 -3.8939 0.9460
H: -4.5620 -4.0632 -1.4594
H: -2.6543 -2.7349 -2.3245
O: 1.3917 -2.2252 1.4030
B: 1.3371 -1.6427 0.1337
O: 1.9460 -2.5537 -0.7799
C: 2.3106 -3.6387 -0.0597
C: 2.9096 -4.8222 -0.4708
C: 3.1435 -5.7859 0.5136
C: 2.8058 -5.5747 1.8361
C: 2.2143 -4.3841 2.2570
C: 1.9691 -3.4295 1.2800
H: 3.1609 -5.0061 -1.5050
H: 3.5936 -6.7298 0.2276
H: 2.9849 -6.3594 2.5609
H: 1.9437 -4.2140 3.2866
C: 1.9449 0.1609 -3.2302
O: 1.0728 0.4947 -2.1900
H: 1.7959 -0.8685 -3.5799
H: 2.9968 0.2818 -2.9347
H: 1.7334 0.8485 -4.0549
H: 1.1689 -0.1833 -1.4607
C: -0.6807 1.6620 -0.2893
C: -1.2415 2.7302 -0.4817
C: -1.9209 3.9251 -0.7741
C: -1.7340 4.5703 -2.0121
C: -2.4293 5.7154 -2.3270
C: -3.3298 6.2689 -1.4219
C: -3.5219 5.6480 -0.1917
C: -2.8323 4.5006 0.1306
H: -1.0414 4.1340 -2.7198
H: -2.2899 6.1895 -3.2947
H: -3.8833 7.1655 -1.6765
H: -4.2338 6.0707 0.5114
H: -2.9927 4.0143 1.0837



[4]
This record from the OMol25 dataset describes a 14-piece molecular cluster, C49H119N7O21 overall in a non-equilibrium geometry. The level of theory is ωB97M-V/def2-TZVPD.

Results
HOMO-LUMO gap in eV: 8.891
Energy above the lowest of the compared OMol25 structures with the same formula, charge and spin in eV: 3.1247
Maximum force in hartree/bohr: 0.0751
E_tot in Eh: -3901.41008

Element x y z (Å)
C: 15.6675 -2.6904 16.6001
O: 16.5541 -3.3433 17.4795
C: 15.9683 -4.3660 18.2318
C: 17.1104 -5.0557 18.9240
O: 17.4467 -4.3617 20.1100
C: 16.5341 -4.5171 21.2076
H: 15.0455 -3.4954 16.1624
H: 16.2355 -2.1149 15.8684
H: 14.9940 -1.9620 17.0800
H: 15.3313 -5.0202 17.5425
H: 15.3264 -3.9745 19.0730
H: 17.9449 -5.2001 18.2399
H: 16.8020 -6.1112 19.0780
H: 16.1536 -5.5323 21.2764
H: 15.7016 -3.9014 21.0193
H: 17.1945 -4.1719 22.0697
C: 17.6874 2.2366 18.9610
O: 17.6581 3.1281 17.9255
C: 18.3048 4.3390 18.1208
C: 19.7530 4.3410 17.8965
O: 20.4436 3.8266 19.0145
C: 21.7767 3.6297 18.7343
H: 17.0207 2.5120 19.8709
H: 18.6607 2.1152 19.3659
H: 17.3296 1.3354 18.5140
H: 18.0651 4.6418 19.1650
H: 17.7751 5.0195 17.4803
H: 20.1544 5.3691 17.6629
H: 19.9942 3.8727 16.9575
H: 21.9167 2.8364 17.9250
H: 22.3555 3.3715 19.6383
H: 22.1583 4.5868 18.2680
C: 23.2177 -6.1891 24.7387
O: 22.9125 -4.8148 24.6251
C: 21.5514 -4.5262 24.2249
C: 21.4098 -3.8581 22.8626
O: 22.0501 -2.5928 22.8342
C: 21.2227 -1.5693 23.3943
H: 22.8512 -6.8243 23.9523
H: 22.7203 -6.4789 25.6438
H: 24.2904 -6.2971 24.7768
H: 21.1781 -3.8143 24.9696
H: 20.9041 -5.4282 24.3071
H: 20.3685 -3.7352 22.7743
H: 21.8652 -4.5021 22.0541
H: 20.2852 -1.5251 22.8750
H: 21.7669 -0.6035 23.3443
H: 21.0966 -1.7074 24.4634
C: 20.7478 2.7319 22.0072
O: 21.8470 3.3524 22.6024
C: 23.0374 2.5754 22.7844
C: 23.2280 2.0044 24.1550
O: 22.2353 1.1462 24.5447
C: 22.4982 0.5173 25.8373
H: 20.4019 3.4116 21.2248
H: 19.9726 2.5974 22.7915
H: 21.0616 1.7437 21.6399
H: 23.9777 3.1594 22.6147
H: 22.9821 1.7045 22.1582
H: 23.2249 2.8667 24.9369
H: 24.2137 1.6063 24.1294
H: 22.3563 -0.5608 25.6943
H: 21.7341 0.9582 26.5050
H: 23.5408 0.6826 26.1429
C: 13.4612 1.4558 26.1544
O: 14.8051 1.2081 25.6945
C: 15.1100 2.1670 24.7154
C: 16.5587 1.9203 24.1342
O: 16.7625 0.7451 23.3230
C: 17.6003 -0.2112 23.9477
H: 12.8159 1.3852 25.3412
H: 13.3780 2.4216 26.5667
H: 13.2692 0.7062 26.8414
H: 14.9983 3.1977 25.1036
H: 14.4722 1.9764 23.8059
H: 17.2519 1.8783 24.9990
H: 16.8808 2.7441 23.4518
H: 17.1124 -0.5917 24.8574
H: 18.6155 0.1865 24.1668
H: 17.6934 -1.0920 23.3509
C: 23.4841 -1.6964 19.6787
O: 22.6417 -1.7258 18.5631
C: 21.9371 -0.4882 18.4652
C: 20.7920 -0.3092 19.4245
O: 20.0075 -1.4150 19.2112
C: 18.8779 -1.3214 20.0216
H: 23.9507 -2.6929 19.7421
H: 22.9062 -1.5397 20.6144
H: 24.2632 -0.8707 19.5988
H: 21.4697 -0.5820 17.4224
H: 22.5798 0.3816 18.6001
H: 20.1475 0.5853 19.3226
H: 21.1527 -0.3557 20.5199
H: 18.1788 -2.0463 19.7876
H: 18.3283 -0.4102 19.8593
H: 19.1586 -1.3759 21.0629
C: 20.7484 -4.5675 18.8154
O: 21.3657 -5.2642 19.9027
C: 20.5544 -6.3654 20.3689
C: 21.3150 -7.2081 21.3384
O: 22.3598 -7.9123 20.7128
C: 22.2862 -9.3396 20.8932
H: 19.7003 -4.2898 19.0315
H: 20.6538 -5.2300 17.9418
H: 21.2999 -3.6883 18.5758
H: 20.1306 -6.9601 19.5457
H: 19.6898 -5.9704 20.8964
H: 20.5346 -7.8355 21.7290
H: 21.7317 -6.5747 22.1276
H: 21.4043 -9.7535 20.3474
H: 22.1909 -9.6273 21.9164
H: 23.2061 -9.7008 20.5485
C: 27.1511 -2.5547 16.8200
C: 27.0972 -1.1141 17.2175
O: 26.4920 -0.7563 18.2270
N: 27.6428 -0.1319 16.4492
C: 27.9968 -0.1560 15.0291
H: 26.2330 -2.8344 16.3154
H: 27.1417 -3.1543 17.6809
H: 27.9868 -2.7990 16.1709
H: 27.4498 0.7817 16.8907
H: 28.6988 0.7043 14.8535
H: 27.2051 -0.0294 14.2803
H: 28.5115 -1.0612 14.8866
C: 18.7850 0.9365 15.9697
C: 19.2523 -0.3299 15.3083
O: 19.7646 -0.3364 14.1915
N: 18.9018 -1.5111 15.9424
C: 19.3200 -2.7770 15.4126
H: 19.0348 1.7742 15.2856
H: 19.2034 1.0859 16.9597
H: 17.7381 0.9757 16.1089
H: 18.5557 -1.4840 16.9358
H: 19.0162 -3.6360 16.0511
H: 20.3862 -2.8004 15.2292
H: 18.9717 -3.0376 14.4458
C: 25.3451 -1.9029 22.5922
C: 25.4154 -1.3742 24.0006
O: 26.0268 -0.3385 24.1278
N: 24.8385 -2.0369 25.0547
C: 25.4068 -1.8409 26.3898
H: 26.2563 -2.5336 22.4929
H: 25.4142 -1.0660 21.9519
H: 24.4613 -2.4965 22.3566
H: 24.3715 -2.9247 24.8412
H: 26.2639 -2.4614 26.5821
H: 24.7622 -1.8714 27.2741
H: 25.8105 -0.8148 26.3814
C: 23.2666 3.4277 14.0236
C: 22.0161 2.6626 14.3811
O: 21.6068 2.6511 15.5417
N: 21.4064 1.9167 13.4493
C: 22.0788 1.5469 12.2366
H: 24.0626 2.7926 14.2823
H: 23.3166 4.1989 14.8549
H: 23.3368 3.7570 12.9877
H: 20.6757 1.2099 13.7475
H: 22.5451 2.4114 11.8787
H: 21.3306 1.3007 11.4595
H: 22.8878 0.8436 12.2926
C: 23.5242 -6.9429 17.6084
C: 24.6418 -5.9956 18.0992
O: 25.6461 -5.6703 17.4092
N: 24.5140 -5.7080 19.3849
C: 25.5095 -4.9117 20.0018
H: 22.6035 -6.6744 18.1130
H: 23.7067 -7.9909 17.7667
H: 23.3895 -6.7921 16.4844
H: 23.8068 -6.1802 19.9862
H: 25.1633 -4.5664 20.9806
H: 25.5571 -3.9893 19.3971
H: 26.4329 -5.4895 19.9263
C: 25.0027 2.6199 17.2611
C: 25.2041 2.6904 18.7786
O: 24.6409 3.5221 19.4280
N: 25.9964 1.7553 19.3623
C: 26.1059 1.8777 20.8080
H: 25.1814 1.6680 16.7777
H: 25.5970 3.4418 16.8406
H: 23.9278 2.7663 17.1013
H: 26.1675 0.8516 19.0041
H: 26.6425 2.7623 21.0283
H: 26.6741 1.0602 21.1791
H: 25.0819 1.8558 21.1991
C: 25.4872 -2.4628 13.1969
C: 24.8180 -1.1938 13.7292
O: 25.3045 -0.0948 13.4885
N: 23.8003 -1.3963 14.5768
C: 23.2566 -2.6782 15.1447
H: 24.9137 -3.3786 13.0353
H: 26.4095 -2.6494 13.7660
H: 25.9934 -2.1896 12.2596
H: 23.2627 -0.5405 14.7858
H: 22.6503 -3.2990 14.4545
H: 22.6483 -2.4142 15.9857
H: 24.0103 -3.4462 15.5276